(1)
DFT (the ωB97M-V functional and the def2-TZVPD basis) results for a structure of composition C47H48F4N5OsP2 at a distorted geometry.

Calculated values
Total charge: +3
HOMO level (spin up / spin down) (eV): -14.77 / -14.66
E (hartree): -3265.41368
Orbital gap (spin up / spin down) (Eh): 0.1792 / 0.1703

```
107
Properties=species:S:1:pos:R:3:lowdin_charge:R:1
Os 0.65 0.73 0.68 1.058
C 1.42 3.15 2.84 -0.053
N 0.52 1.99 2.76 -0.325
C -0.84 2.42 3.10 -0.078
C 0.93 0.96 3.72 -0.209
C 2.18 0.22 3.30 -0.191
N 2.07 -0.28 1.94 -0.119
C 2.85 -1.32 1.51 -0.198
C 3.07 -1.52 0.13 -0.172
F 2.55 -0.61 -0.75 -0.035
C 3.81 -2.56 -0.40 -0.213
F 3.92 -2.64 -1.73 0.115
C 4.41 -3.49 0.42 0.107
C 4.24 -3.32 1.78 -0.203
F 4.80 -4.18 2.62 0.142
C 3.49 -2.28 2.32 -0.147
F 3.37 -2.25 3.65 0.094
H 1.41 3.57 3.85 0.120
H 1.11 3.93 2.15 0.089
H 2.44 2.86 2.60 0.082
H -1.53 1.58 3.03 0.052
H -1.17 3.22 2.43 0.092
H -0.88 2.81 4.12 0.118
H 0.12 0.24 3.81 0.060
H 1.10 1.39 4.71 0.154
H 3.05 0.89 3.37 0.121
H 2.33 -0.57 4.03 0.128
H 4.99 -4.30 0.02 0.154
C -1.54 1.18 -2.30 -0.192
N -2.72 1.16 -1.44 -0.071
C -2.69 1.70 -0.27 0.124
P -0.91 -0.75 1.57 1.040
C -2.59 -1.31 1.18 -0.411
C -3.65 -0.89 1.99 -0.115
C -4.90 -1.46 1.84 -0.042
C -5.10 -2.46 0.90 -0.033
C -4.06 -2.87 0.09 -0.044
C -2.80 -2.30 0.22 -0.080
C -0.55 -1.82 2.97 -0.407
C -1.20 -1.66 4.20 -0.101
C -0.87 -2.46 5.27 -0.034
C 0.10 -3.45 5.13 -0.020
C 0.72 -3.64 3.91 -0.040
C 0.41 -2.83 2.83 -0.088
C -3.93 0.64 -1.99 -0.201
C -5.13 1.30 -1.72 0.002
C -6.30 0.86 -2.30 -0.026
C -6.29 -0.25 -3.13 -0.019
C -5.10 -0.90 -3.40 -0.029
C -3.91 -0.46 -2.84 -0.009
P 0.07 0.37 -1.68 0.978
C 1.22 1.01 -2.93 -0.362
C 1.18 2.33 -3.39 -0.111
C 2.05 2.77 -4.37 -0.049
C 2.99 1.90 -4.90 -0.028
C 3.07 0.59 -4.43 -0.027
C 2.19 0.15 -3.45 -0.081
C -0.11 -1.37 -2.20 -0.382
C -0.44 -1.64 -3.53 -0.102
C -0.48 -2.94 -3.98 -0.032
C -0.16 -3.99 -3.13 -0.023
C 0.19 -3.73 -1.81 -0.042
C 0.20 -2.42 -1.35 -0.149
H -1.29 2.23 -2.50 0.099
H -1.79 0.72 -3.25 0.097
H -3.56 1.66 0.36 0.120
H -1.83 2.28 0.03 0.071
H -3.50 -0.12 2.74 0.099
H -5.71 -1.15 2.49 0.124
H -6.07 -2.92 0.80 0.125
H -4.21 -3.65 -0.65 0.123
H -1.98 -2.65 -0.39 0.080
H -1.96 -0.89 4.32 0.105
H -1.36 -2.32 6.23 0.124
H 0.36 -4.07 5.98 0.127
H 1.45 -4.43 3.79 0.126
H 0.89 -3.00 1.87 0.099
H -5.13 2.21 -1.13 0.123
H -7.22 1.40 -2.13 0.128
H -7.21 -0.60 -3.59 0.129
H -5.09 -1.76 -4.07 0.126
H -2.99 -1.00 -3.04 0.101
H 0.45 3.04 -3.00 0.081
H 1.99 3.79 -4.73 0.119
H 3.66 2.23 -5.68 0.126
H 3.81 -0.09 -4.82 0.126
H 2.27 -0.87 -3.11 0.101
H -0.64 -0.83 -4.23 0.119
H -0.75 -3.14 -5.01 0.125
H -0.16 -5.01 -3.50 0.126
H 0.44 -4.54 -1.15 0.125
H 0.47 -2.22 -0.32 0.044
C 1.80 5.74 -1.33 0.017
C 2.18 4.44 -0.74 -0.270
C 3.41 3.91 -0.41 0.064
C 3.19 2.62 0.07 -0.298
N 1.87 2.35 0.05 -0.136
N 1.28 3.48 -0.45 0.026
C 4.23 1.67 0.53 0.017
H 2.66 6.40 -1.38 0.103
H 1.02 6.23 -0.74 0.097
H 1.42 5.61 -2.35 0.088
H 4.37 4.40 -0.49 0.139
H 0.29 3.55 -0.58 0.139
H 5.20 2.17 0.53 0.105
H 4.31 0.81 -0.13 0.086
H 4.03 1.31 1.54 0.067
```

***

(2)
DFT (the ωB97M-V functional and the def2-TZVPD basis) results for a structure of composition C47H49ClN9OSZr.

Calculated values
Total charge: +3
HOMO level (eV): -14.70
E (hartree): -3293.17493
Orbital gap (Eh): 0.1867
Relative energy (zero: lowest compared OMol25 entry of this formula, charge and spin) (kcal per mole): 7.73

```
109
Properties=species:S:1:pos:R:3:lowdin_charge:R:1
Zr 0.19 -0.14 -1.76 1.837
N -2.10 2.35 -4.81 0.174
C -1.30 1.46 -4.27 -0.087
N -0.94 1.47 -3.00 0.014
C -1.43 2.49 -2.18 -0.252
N -1.01 2.61 -0.95 0.094
N -0.09 1.66 -0.60 -0.153
C 0.66 1.86 0.43 -0.001
C 1.70 0.87 0.73 -0.277
C 2.55 1.03 1.81 0.028
C 3.54 0.08 2.02 -0.004
C 3.65 -0.99 1.15 0.020
C 2.75 -1.09 0.10 -0.071
N 1.79 -0.18 -0.12 -0.044
C -2.38 3.44 -2.70 -0.086
C -2.98 4.44 -1.92 0.017
C -3.85 5.33 -2.49 -0.016
C -4.14 5.25 -3.86 -0.006
C -3.57 4.28 -4.65 0.021
C -2.69 3.38 -4.06 -0.150
H -2.32 2.29 -5.80 0.187
H -0.94 0.67 -4.91 0.150
H 0.56 2.77 1.01 0.160
H 2.44 1.88 2.46 0.141
H 4.23 0.18 2.85 0.113
H 4.41 -1.75 1.28 0.135
H 2.80 -1.91 -0.61 0.135
H -2.74 4.49 -0.86 0.124
H -4.32 6.10 -1.89 0.128
H -4.83 5.97 -4.30 0.132
H -3.80 4.21 -5.71 0.133
C 6.83 2.28 -1.40 -0.026
C 5.49 2.87 -1.89 -0.554
C 5.74 4.16 -2.67 -0.025
C 4.63 3.20 -0.66 -0.060
C 4.81 1.85 -2.80 -0.140
C 5.47 1.43 -3.97 0.012
C 4.92 0.52 -4.84 -0.029
C 3.66 0.00 -4.54 -0.425
S 2.69 -1.14 -5.43 1.242
C 1.47 -1.06 -4.25 -0.527
N 1.75 -0.24 -3.23 -0.101
C 3.00 0.39 -3.38 -0.280
C 3.56 1.32 -2.51 0.031
C 0.19 -1.75 -4.31 -0.286
C -0.14 -2.59 -5.38 -0.020
C -1.40 -3.16 -5.43 -0.023
C -2.33 -2.88 -4.44 -0.032
C -1.99 -2.06 -3.37 -0.113
C -0.73 -1.48 -3.26 -0.275
H 7.31 2.99 -0.73 0.099
H 7.51 2.09 -2.23 0.088
H 6.67 1.35 -0.86 0.091
H 6.21 4.90 -2.03 0.099
H 4.80 4.59 -3.04 0.096
H 6.40 4.00 -3.53 0.088
H 5.16 3.92 -0.04 0.100
H 4.45 2.31 -0.05 0.067
H 3.68 3.65 -0.94 0.088
H 6.44 1.83 -4.20 0.128
H 5.44 0.22 -5.74 0.130
H 3.01 1.63 -1.64 0.083
H 0.59 -2.80 -6.15 0.113
H -1.66 -3.81 -6.26 0.128
H -3.32 -3.32 -4.49 0.125
H -2.74 -1.89 -2.60 0.105
C -5.38 -2.23 3.81 -0.028
C -4.06 -1.95 3.08 -0.492
C -4.36 -1.97 1.58 -0.034
C -3.60 -0.53 3.45 -0.022
C -2.99 -3.04 3.45 -0.425
O -3.21 -4.22 2.69 -0.004
C -2.97 -3.48 4.94 -0.101
C -2.62 -2.51 6.08 -0.113
C -1.23 -1.92 6.02 -0.244
C -0.11 -2.74 5.97 -0.038
C 1.17 -2.21 5.82 -0.088
C 1.32 -0.83 5.74 -0.668
Cl 2.91 -0.16 5.55 0.694
C 0.23 0.01 5.86 -0.099
C -1.04 -0.54 6.00 -0.044
C -1.53 -2.66 3.10 -0.020
N -1.26 -2.42 1.68 -0.051
C -0.98 -1.27 1.10 -0.131
N -0.75 -1.47 -0.20 -0.072
C -0.88 -2.84 -0.33 -0.158
N -1.17 -3.43 0.80 0.191
H -6.15 -1.55 3.45 0.097
H -5.30 -2.10 4.89 0.088
H -5.74 -3.25 3.62 0.099
H -5.18 -1.28 1.37 0.094
H -4.66 -2.96 1.25 0.093
H -3.52 -1.66 0.96 0.058
H -4.42 0.17 3.26 0.101
H -2.75 -0.19 2.86 0.061
H -3.33 -0.44 4.50 0.061
H -3.96 -4.71 3.06 0.117
H -2.28 -4.33 4.98 0.127
H -3.96 -3.89 5.16 0.123
H -2.71 -3.08 7.00 0.138
H -3.35 -1.71 6.15 0.105
H -0.22 -3.82 6.04 0.130
H 2.03 -2.86 5.79 0.114
H 0.37 1.08 5.86 0.108
H -1.89 0.12 6.11 0.118
H -0.91 -3.51 3.38 0.147
H -1.20 -1.78 3.65 0.118
H -0.98 -0.32 1.61 0.137
H -0.76 -3.38 -1.25 0.122
```

***

(3)
DFT (the ωB97M-V functional and the def2-TZVPD basis) results for a structure of composition C47H50BCrN9O3Te.

Calculated values
Multiplicity: 5
Total charge: 0
HOMO level (spin up / spin down) (eV): -6.27 / -7.55
E (hartree): -3876.99029
Orbital gap (spin up / spin down) (Eh): 0.2319 / 0.2705
Relative energy (zero: lowest compared OMol25 entry of this formula, charge and spin) (kcal per mole): 22.37

```
112
Properties=species:S:1:pos:R:3:lowdin_charge:R:1
Cr 1.01 -0.71 0.78 0.824
C 4.63 -1.41 1.16 -0.001
C 3.73 -1.75 2.30 -0.308
C 4.10 -2.28 3.54 -0.010
C 2.92 -2.48 4.21 -0.049
N 1.91 -2.09 3.42 0.038
N 2.41 -1.63 2.23 0.062
B 0.39 -2.27 3.57 -0.644
N -0.31 -0.91 3.49 0.059
C -1.33 -0.36 4.16 -0.014
C -1.73 0.79 3.49 0.039
C -0.89 0.86 2.38 -0.223
C -2.05 2.36 0.76 -0.182
N -0.03 -0.15 2.42 -0.011
N -0.04 -3.12 2.34 0.036
C -0.18 -4.45 2.27 -0.058
C -0.32 -4.81 0.95 -0.002
C -0.21 -3.61 0.23 -0.308
C -0.31 -3.49 -1.25 -0.037
N -0.03 -2.59 1.07 0.058
N -0.04 -2.94 4.86 -0.006
C -1.21 -3.59 5.11 -0.094
C -1.36 -3.69 6.47 -0.024
C -0.23 -3.03 7.00 -0.355
C 0.13 -2.81 8.43 -0.038
N 0.55 -2.58 6.03 0.122
H 5.65 -1.26 1.52 0.085
H 4.31 -0.52 0.64 0.058
H 4.65 -2.23 0.43 0.093
H 5.10 -2.49 3.88 0.102
H 2.72 -2.86 5.20 0.107
H -1.71 -0.82 5.06 0.126
H -2.53 1.46 3.76 0.109
H -2.31 3.09 1.53 0.133
H -2.83 1.60 0.74 0.119
H -1.30 3.56 -0.60 0.058
H -0.17 -5.05 3.16 0.123
H -0.47 -5.80 0.55 0.108
H -1.21 -3.99 -1.60 0.088
H 0.55 -3.98 -1.73 0.079
H -0.32 -2.46 -1.58 0.008
H -1.85 -3.92 4.31 0.120
H -2.16 -4.16 7.00 0.099
H -0.31 -3.58 9.06 0.073
H -0.23 -1.84 8.78 0.076
H 1.21 -2.83 8.56 0.074
C 3.12 2.56 -0.94 0.037
C 2.86 1.09 -0.78 -0.347
O 2.39 0.75 0.32 -0.078
C 3.14 0.12 -1.81 -0.098
C 4.00 0.42 -2.88 -0.025
C 4.39 -0.54 -3.78 -0.089
C 3.91 -1.85 -3.63 -0.067
C 3.06 -2.18 -2.61 0.003
C 2.63 -1.21 -1.67 -0.335
O 1.76 -1.55 -0.77 -0.195
H 2.14 3.03 -0.90 0.089
H 3.62 2.84 -1.86 0.071
H 3.68 2.93 -0.08 0.097
H 4.39 1.42 -2.98 0.102
H 5.06 -0.29 -4.59 0.099
H 4.22 -2.61 -4.33 0.107
H 2.68 -3.19 -2.49 0.110
C -1.92 2.55 -8.03 -0.055
C -1.65 2.08 -6.62 -0.271
C -0.97 2.88 -5.72 -0.023
C -0.71 2.45 -4.41 -0.312
C 0.00 3.40 -3.49 -0.071
C -1.15 1.19 -4.01 -0.346
Te -0.83 0.45 -1.94 1.713
N -0.27 0.71 0.13 -0.356
C -0.71 1.70 1.14 -0.408
O -2.04 2.95 -0.53 -0.106
C 0.33 2.82 1.51 -0.113
C 1.47 2.52 2.26 -0.042
C 2.40 3.49 2.60 -0.075
C 2.22 4.81 2.22 -0.095
C 1.07 5.14 1.53 -0.081
C 0.13 4.17 1.20 -0.043
C -2.94 0.71 -1.65 -0.385
C -3.57 1.74 -2.34 -0.126
C -4.93 1.95 -2.21 -0.074
C -5.68 1.14 -1.37 -0.083
C -5.05 0.13 -0.67 -0.057
C -3.68 -0.11 -0.79 -0.318
C -3.07 -1.23 0.00 -0.055
C -1.82 0.35 -4.92 -0.301
C -2.30 -1.02 -4.54 -0.071
C -2.07 0.82 -6.21 -0.017
H -1.76 3.63 -8.12 0.072
H -2.94 2.34 -8.33 0.077
H -1.26 2.05 -8.74 0.081
H -0.64 3.86 -6.02 0.116
H -0.68 4.19 -3.15 0.086
H 0.83 3.89 -4.01 0.081
H 0.39 2.91 -2.61 0.015
H 1.64 1.51 2.60 0.102
H 3.27 3.20 3.18 0.108
H 2.94 5.57 2.48 0.101
H 0.87 6.17 1.26 0.103
H -0.78 4.52 0.75 0.101
H -3.00 2.38 -2.99 0.096
H -5.40 2.76 -2.76 0.103
H -6.75 1.30 -1.26 0.100
H -5.63 -0.51 -0.01 0.107
H -3.78 -1.60 0.74 0.083
H -2.17 -0.90 0.51 0.042
H -2.80 -2.06 -0.65 0.076
H -1.51 -1.61 -4.09 0.059
H -2.67 -1.56 -5.42 0.075
H -3.12 -0.97 -3.82 0.074
H -2.59 0.18 -6.91 0.116
```

***

(4)
DFT (the ωB97M-V functional and the def2-TZVPD basis) results for a structure of composition C47H50BaFI2N14O3S at a distorted geometry.

Calculated values
Total charge: -1
HOMO level (eV): -3.57
E (hartree): -3932.21779
Orbital gap (Eh): 0.1197
Relative energy (zero: lowest compared OMol25 entry of this formula, charge and spin) (kcal per mole): 88.04

```
119
Properties=species:S:1:pos:R:3:lowdin_charge:R:1
Ba 1.98 -0.28 -0.50 1.811
C 6.54 -2.30 5.62 -0.067
C 5.37 -1.78 4.84 -0.296
C 4.97 -2.53 3.78 -0.030
C 4.24 -2.08 2.70 -0.182
C 4.15 -3.03 1.58 -0.437
N 2.86 -3.29 1.21 -0.170
C 2.35 -4.55 0.80 -0.217
C 0.81 -4.55 0.55 -0.137
C 0.33 -3.79 -0.70 -0.198
N -1.12 -3.91 -0.79 0.047
C -2.18 -3.34 -0.09 0.060
C -2.25 -2.33 0.95 -0.121
C -3.43 -2.24 1.72 -0.008
C -3.77 -1.15 2.51 -0.303
C -5.06 -1.11 3.28 -0.046
C -2.89 -0.10 2.55 0.010
C -1.65 -0.19 1.90 -0.086
C -0.66 0.86 2.27 -0.082
N 0.41 1.23 1.63 0.024
C 1.30 2.07 2.22 -0.328
C 1.21 2.02 3.70 -0.196
C 2.39 2.72 4.47 -0.203
N 3.67 2.58 3.76 0.016
C 4.34 1.47 3.56 -0.095
C 4.15 0.04 3.87 -0.124
C 4.92 -0.46 4.90 -0.016
C 3.62 -0.84 2.84 -0.316
O 2.76 -0.46 1.91 -0.369
C -1.20 -1.34 1.18 -0.284
O -0.07 -1.37 0.56 -0.286
H 7.34 -2.42 4.90 0.078
H 6.39 -3.26 6.10 0.067
H 6.98 -1.58 6.37 0.090
H 5.45 -3.49 3.77 0.111
H 4.83 -3.84 1.81 0.121
H 2.18 -2.68 1.71 0.131
H 2.73 -5.29 1.55 0.131
H 2.81 -4.83 -0.17 0.121
H 0.19 -4.12 1.40 0.127
H 0.56 -5.65 0.47 0.128
H 0.68 -4.23 -1.63 0.124
H 0.66 -2.74 -0.73 0.053
H -1.46 -4.73 -1.32 0.153
H -3.10 -3.91 -0.26 0.128
H -4.16 -3.08 1.55 0.132
H -5.85 -1.66 2.76 0.077
H -5.33 -0.02 3.23 0.082
H -4.99 -1.38 4.32 0.072
H -3.21 0.80 3.15 0.148
H -0.94 1.23 3.23 0.089
H 1.31 3.14 1.87 0.141
H 2.32 1.86 1.93 0.070
H 1.09 0.96 4.09 0.134
H 0.29 2.57 4.08 0.119
H 2.36 2.28 5.49 0.108
H 2.23 3.83 4.60 0.104
H 5.35 1.74 3.19 0.129
H 5.29 0.19 5.69 0.120
C 0.71 0.07 -6.48 -0.046
N 1.74 -0.31 -5.50 -0.140
C 1.46 -0.71 -4.26 -0.176
N 2.57 -0.92 -3.60 0.036
C 3.55 -0.59 -4.49 -0.173
N 3.04 -0.30 -5.67 0.100
C -0.41 -0.96 -6.34 -0.199
C -0.25 -2.18 -6.97 -0.045
C -1.11 -3.22 -6.79 -0.060
C -2.17 -3.02 -5.94 -0.017
C -2.36 -1.82 -5.23 -0.131
C -1.52 -0.72 -5.50 0.036
C -3.49 -1.69 -4.35 -0.291
N -4.52 -2.49 -4.28 0.117
N -5.34 -1.99 -3.29 0.109
C -4.81 -0.94 -2.82 -0.287
O -3.63 -0.66 -3.46 0.135
C -5.32 -0.04 -1.80 -0.142
C -6.57 -0.38 -1.26 -0.022
C -7.14 0.34 -0.26 -0.054
C -6.46 1.45 0.27 -0.007
C -5.23 1.73 -0.28 -0.232
C -4.50 2.89 0.34 -0.065
N -4.96 4.14 -0.31 -0.116
C -5.37 4.30 -1.60 -0.170
N -5.70 5.54 -1.83 0.064
C -5.62 6.13 -0.59 -0.205
N -5.17 5.29 0.33 0.075
C -4.64 1.05 -1.34 0.032
H 1.22 0.03 -7.49 0.144
H 0.47 1.08 -6.24 0.114
H 0.43 -0.92 -3.88 0.145
H 4.59 -0.72 -4.32 0.108
H 0.63 -2.24 -7.60 0.121
H -0.96 -4.14 -7.40 0.128
H -2.89 -3.80 -5.79 0.105
H -1.57 0.20 -4.95 0.123
H -7.15 -1.28 -1.60 0.137
H -8.04 0.07 0.15 0.084
H -6.72 2.03 1.12 0.118
H -3.39 2.83 0.28 0.144
H -4.85 2.88 1.37 0.112
H -5.39 3.52 -2.34 0.120
H -5.89 7.16 -0.35 0.102
H -3.64 1.21 -1.67 0.129
I 6.74 -1.92 -0.92 0.332
I 10.81 -2.50 -1.55 -0.868
S 4.55 -2.17 -0.26 -0.041
F 1.35 1.69 -1.31 -0.902
C 3.36 6.12 -0.47 -0.078
N 2.58 5.59 0.63 -0.190
C 3.48 4.72 1.50 -0.022
C 1.35 6.07 0.81 -0.325
N 0.26 6.51 0.85 0.108
H 3.88 7.04 -0.20 0.083
H 2.67 6.29 -1.33 0.103
H 4.13 5.44 -0.73 0.072
H 4.39 5.27 1.53 0.073
H 3.61 3.74 1.01 0.098
H 3.11 4.51 2.49 0.043
```